43
Properties=species:S:1:pos:R:3:lowdin_charge:R:1 method="wB97M-V/def2-TZVPD" spin_multiplicity=3 homo_lumo_gap_ev="8.54 / 6.37" e_homo_ev="-8.64 / -8.67" relative_energy_ev=0.2064
Pd 0.62 -0.66 -0.96 1.048
Cl 6.17 -2.61 2.67 0.680
C 4.55 -2.40 2.11 -0.670
C 4.28 -2.51 0.75 -0.124
C 2.98 -2.34 0.33 -0.555
Cl 2.61 -2.49 -1.38 0.740
C 1.91 -2.04 1.19 -0.480
O 0.68 -1.87 0.76 -0.269
C 2.25 -1.92 2.55 -0.596
Cl 0.98 -1.53 3.66 0.727
C 3.54 -2.11 3.01 -0.125
H 5.07 -2.73 0.05 0.111
H 3.75 -2.01 4.06 0.110
C -4.82 -1.71 -0.54 -0.008
N -3.54 -1.43 -1.14 -0.089
C -3.40 -0.92 -2.49 -0.022
C -1.89 -0.79 -2.62 -0.473
O -1.27 -0.33 -3.54 0.085
N -1.33 -1.29 -1.46 0.040
C -2.32 -1.60 -0.60 -0.378
N -2.09 -2.05 0.62 0.235
H -5.43 -0.80 -0.50 0.100
H -4.71 -2.08 0.47 0.082
H -5.36 -2.46 -1.12 0.099
H -3.88 0.06 -2.61 0.144
H -3.80 -1.61 -3.23 0.143
H -1.12 -2.05 0.95 0.079
H -2.83 -2.12 1.29 0.111
F 2.86 3.24 1.43 0.164
C 2.09 2.17 1.43 -0.675
F 2.83 1.09 1.65 0.144
F 1.19 2.27 2.40 0.161
S 1.25 1.97 -0.23 0.623
O 0.00 1.26 0.10 -0.361
O 2.14 1.09 -1.00 -0.356
N 1.16 3.34 -0.91 -0.279
S 0.24 4.55 -0.40 0.607
O 0.85 5.78 -0.78 -0.245
O -0.26 4.35 0.92 -0.264
C -1.22 4.36 -1.51 -0.688
F -0.86 4.48 -2.79 0.151
F -1.78 3.16 -1.34 0.127
F -2.12 5.29 -1.22 0.148

***

26
Properties=species:S:1:pos:R:3:lowdin_charge:R:1 method="wB97M-V/def2-TZVPD" smiles="O=C(O)c1ccc(COc2ccc(Cl)cc2)o1" spin_multiplicity=1 homo_lumo_gap_ev=9.28 e_homo_ev=-8.73 relative_energy_ev=1.0486
O -5.47 -1.71 0.48 0.126
C -5.31 -0.54 0.26 -0.475
C -4.03 0.11 -0.03 -0.180
C -3.72 1.42 -0.31 0.029
C -2.33 1.46 -0.52 0.014
C -1.88 0.18 -0.34 -0.219
O -2.90 -0.64 -0.05 0.129
C -0.51 -0.40 -0.43 -0.111
O 0.40 0.57 0.01 -0.028
C 1.73 0.27 0.00 -0.262
C 2.58 1.29 0.46 0.001
C 3.95 1.10 0.49 -0.100
C 4.48 -0.11 0.08 -0.686
C 3.65 -1.12 -0.37 -0.102
C 2.28 -0.93 -0.41 -0.016
H 1.66 -1.74 -0.76 0.106
H 4.07 -2.06 -0.70 0.107
Cl 6.19 -0.35 0.12 0.663
H 4.60 1.89 0.85 0.107
H 2.14 2.22 0.78 0.121
H -0.29 -0.68 -1.48 0.146
H -0.47 -1.31 0.19 0.147
H -1.73 2.31 -0.75 0.117
H -4.42 2.23 -0.36 0.120
O -6.32 0.35 0.25 0.111
H -7.15 -0.11 0.45 0.134

***

23
Properties=species:S:1:pos:R:3:lowdin_charge:R:1 method="wB97M-V/def2-TZVPD" smiles="S=C/C=C1/C#P(c2ccccc2)C=C1" spin_multiplicity=1 homo_lumo_gap_ev="5.35 / 5.35" e_homo_ev="-7.90 / -7.90" relative_energy_ev=5.0879
C 3.50 0.38 1.84 -0.105
C 2.16 0.23 2.19 -0.085
C 3.80 0.79 0.57 -0.096
C 1.10 0.41 1.27 -0.099
C 2.77 0.99 -0.34 -0.124
C -3.65 0.01 -0.62 -0.105
C -4.65 -0.87 -0.89 -0.653
C -2.19 -0.06 -0.75 -0.361
C 1.45 0.87 0.01 -0.405
C -1.42 0.94 -0.41 -0.080
C -1.43 -1.23 -1.14 -0.124
C -0.22 -0.85 -1.46 -0.262
P 0.14 0.94 -1.35 1.016
S -4.65 -2.50 -1.17 0.651
H 4.32 0.45 2.60 0.127
H 1.94 -0.20 3.27 0.141
H 4.73 1.11 0.30 0.077
H 0.23 0.58 1.85 0.093
H 2.86 1.47 -1.41 0.128
H -3.99 0.95 -0.45 0.066
H -5.66 -0.59 -0.91 0.011
H -1.76 -2.21 -1.12 0.057
H 0.62 -1.61 -1.86 0.131

***

31
Properties=species:S:1:pos:R:3:lowdin_charge:R:1 method="wB97M-V/def2-TZVPD" spin_multiplicity=4 total_charge=+3 homo_lumo_gap_ev="3.34 / 3.51" e_homo_ev="-17.44 / -17.46"
Er 0.03 -0.13 -1.09 1.191
O 0.62 2.96 0.55 0.242
C 0.38 2.05 -0.11 -0.024
C -0.46 -2.46 -0.48 0.023
O -0.79 -3.50 -0.10 0.233
C 2.31 0.21 -0.53 0.013
O 3.39 0.27 -0.11 0.252
C -2.22 -0.03 -0.38 0.004
O -3.26 -0.10 0.12 0.244
C 0.03 0.71 -3.30 -0.071
H -0.86 1.32 -3.46 0.122
H 0.97 1.24 -3.44 0.117
C -0.03 -0.70 -3.36 -0.081
H 0.87 -1.28 -3.54 0.119
H -0.97 -1.22 -3.52 0.118
N 1.56 -1.87 1.88 0.116
C 0.69 -0.96 2.44 -0.637
N -0.08 -0.12 1.76 0.014
C -0.85 0.68 2.66 -0.297
C -1.75 1.72 2.38 -0.050
C -2.37 2.37 3.47 -0.026
C -2.10 2.05 4.81 -0.007
C -1.19 1.03 5.08 -0.039
C -0.59 0.37 4.03 -0.442
S 0.57 -0.93 4.20 1.210
H 2.09 -2.40 2.55 0.122
H 2.03 -1.62 1.04 0.049
H -1.97 2.00 1.35 0.084
H -3.09 3.16 3.26 0.131
H -2.59 2.58 5.62 0.137
H -0.93 0.73 6.09 0.132

***

31
Properties=species:S:1:pos:R:3:lowdin_charge:R:1 method="wB97M-V/def2-TZVPD" spin_multiplicity=1 homo_lumo_gap_ev=7.95 e_homo_ev=-8.10
C -1.01 0.95 -3.30 -0.148
C 0.36 0.68 -3.50 -0.208
C 1.12 1.54 -2.64 -0.245
C 0.17 2.29 -1.84 -0.232
C -1.14 1.92 -2.29 -0.159
Zr 0.25 0.01 -1.09 1.715
N -1.24 -1.44 -1.16 -0.259
C -0.41 -2.56 -1.57 -0.451
C 0.93 -2.00 -2.00 -0.274
H 2.21 1.64 -2.61 0.114
H 0.78 -0.02 -4.21 0.102
H 0.42 3.04 -1.08 0.111
H -2.07 2.38 -1.95 0.116
H -1.83 0.55 -3.88 0.114
H 1.20 -1.90 -3.05 0.023
H -0.86 -3.26 -2.34 0.116
H -2.26 -1.57 -1.05 0.057
H 1.80 -2.12 -1.32 0.032
H -0.33 -3.16 -0.66 0.080
F -0.21 0.02 6.16 0.110
C -0.01 0.15 4.84 -0.130
C 0.01 1.41 4.24 -0.129
F -0.18 2.52 4.98 0.114
C 0.22 1.52 2.87 -0.131
F 0.19 2.71 2.26 0.107
C 0.39 0.37 2.07 -0.242
O 0.53 0.52 0.78 -0.261
C 0.34 -0.90 2.70 -0.112
F 0.41 -2.03 1.94 0.085
C 0.15 -1.01 4.07 -0.127
F 0.09 -2.23 4.63 0.112

***

25
Properties=species:S:1:pos:R:3:lowdin_charge:R:1 method="wB97M-V/def2-TZVPD" spin_multiplicity=1 homo_lumo_gap_ev="6.42 / 6.11" e_homo_ev="-7.55 / -7.30"
C -0.58 -1.82 2.58 -0.060
C 1.05 2.03 -1.55 -0.071
C -1.40 -1.06 3.41 -0.088
C 1.20 1.19 -2.66 -0.086
C -0.10 -1.46 1.32 -0.070
C 0.25 1.69 -0.44 -0.256
C -1.78 0.13 2.89 -0.168
C 0.81 -0.17 -2.56 -0.176
C -0.58 -0.26 0.83 -0.193
C -0.48 0.29 -0.52 -0.245
C -1.43 0.54 1.67 -0.421
C 0.07 -0.68 -1.51 -0.402
C -1.26 1.74 -0.58 -0.381
P -2.20 1.99 0.90 1.041
P 0.27 -2.55 -1.39 0.912
H -0.34 -2.86 2.88 0.114
H 1.70 3.06 -1.37 0.170
H -1.63 -1.32 4.44 0.110
H 1.85 1.57 -3.48 0.106
H 0.34 -2.05 0.62 -0.084
H 0.52 2.11 0.55 0.147
H -2.17 0.78 3.67 0.110
H 0.95 -0.85 -3.49 0.109
H -1.67 2.07 -1.43 0.047
H 0.41 -2.74 -2.77 -0.167

***

Please write out number 3 again, unchanged.
23
Properties=species:S:1:pos:R:3:lowdin_charge:R:1 method="wB97M-V/def2-TZVPD" smiles="S=C/C=C1/C#P(c2ccccc2)C=C1" spin_multiplicity=1 homo_lumo_gap_ev="5.35 / 5.35" e_homo_ev="-7.90 / -7.90" relative_energy_ev=5.0879
C 3.50 0.38 1.84 -0.105
C 2.16 0.23 2.19 -0.085
C 3.80 0.79 0.57 -0.096
C 1.10 0.41 1.27 -0.099
C 2.77 0.99 -0.34 -0.124
C -3.65 0.01 -0.62 -0.105
C -4.65 -0.87 -0.89 -0.653
C -2.19 -0.06 -0.75 -0.361
C 1.45 0.87 0.01 -0.405
C -1.42 0.94 -0.41 -0.080
C -1.43 -1.23 -1.14 -0.124
C -0.22 -0.85 -1.46 -0.262
P 0.14 0.94 -1.35 1.016
S -4.65 -2.50 -1.17 0.651
H 4.32 0.45 2.60 0.127
H 1.94 -0.20 3.27 0.141
H 4.73 1.11 0.30 0.077
H 0.23 0.58 1.85 0.093
H 2.86 1.47 -1.41 0.128
H -3.99 0.95 -0.45 0.066
H -5.66 -0.59 -0.91 0.011
H -1.76 -2.21 -1.12 0.057
H 0.62 -1.61 -1.86 0.131